1.
{"formula": "C4H8AuF6NO4S2Sb", "method": "wB97M-V/def2-TZVPD", "spin_multiplicity": 2, "e_above_lowest_kcal_mol": 6.1, "s2": 0.760, "total_charge": 0, "e_homo_ev": [-9.57, -9.76], "symbols": ["Au", "Sb", "S", "S", "F", "F", "F", "F", "F", "F", "O", "O", "O", "O", "N", "C", "C", "C", "C", "H", "H", "H", "H", "H", "H", "H", "H"], "coordinates": [[0.34366, -0.31628, 0.02820], [0.01410, 0.69693, 3.58469], [2.67262, 0.03089, -0.41002], [0.20258, 2.01574, -0.13980], [-1.13561, 0.99673, 2.04685], [0.11430, 2.57390, 3.76538], [1.49408, 0.85756, 2.35700], [-0.06017, -1.13315, 3.14822], [-1.49810, 0.59254, 4.68163], [1.20916, 0.41985, 4.99834], [-2.02548, -0.20685, -0.30828], [1.60349, -2.31360, 0.51928], [0.67121, -4.24830, 0.70360], [-0.49696, -2.52136, 0.15436], [0.59277, -3.07452, 0.49154], [2.87399, 1.57680, 0.04886], [4.22834, 2.09197, 0.40185], [1.72399, 2.52245, 0.09311], [1.96654, 3.96322, 0.40479], [4.97474, 1.30709, 0.31494], [-2.32560, 0.27936, 0.47823], [1.21006, 4.59381, -0.05608], [1.87092, 4.07404, 1.49027], [4.21676, 2.46047, 1.42990], [2.95560, 4.29924, 0.11228], [-2.29580, -1.12331, -0.14335], [4.50510, 2.92359, -0.24641]], "atomic_forces_ev_per_a": [[0.2, 0.0, -0.7], [0.0, 0.1, 0.2], [0.1, -0.1, 0.1], [-0.2, 0.3, 0.0], [0.0, 0.0, 0.1], [0.0, 0.0, 0.0], [0.0, 0.0, 0.2], [0.0, 0.0, -0.1], [0.0, 0.0, 0.0], [0.0, 0.0, 0.0], [-0.1, -0.1, 0.3], [0.2, 0.1, 0.3], [0.0, -0.4, 0.2], [-0.4, 0.4, 0.0], [0.2, -0.1, -0.5], [-0.2, 0.2, 0.1], [0.0, -0.2, 0.0], [0.3, -0.1, 0.0], [-0.1, 0.0, 0.0], [0.0, 0.0, 0.0], [0.1, -0.1, 0.0], [0.0, 0.0, 0.0], [0.0, 0.0, 0.0], [0.0, 0.0, 0.0], [0.0, 0.0, 0.0], [0.0, 0.0, -0.1], [0.0, 0.0, 0.0]]}

---

2.
{"formula": "C3H4N4O", "method": "wB97M-V/def2-TZVPD", "e_above_lowest_kcal_mol": 58.1, "total_charge": 0, "e_homo_ev": -10.32, "smiles": "Cn1nnc(C=O)n1", "symbols": ["O", "N", "N", "N", "N", "C", "C", "C", "H", "H", "H", "H"], "coordinates": [[-3.52723, 0.32563, -0.14307], [0.46523, 1.39011, -0.07855], [-0.18071, -0.64618, -0.16279], [0.80717, 0.18626, -0.13138], [-0.82180, 1.43886, 0.06050], [-2.58786, -0.35720, 0.02377], [-1.17420, 0.16366, 0.00093], [2.20549, -0.23774, 0.00891], [2.47556, -1.02200, -0.68134], [2.32830, -0.55468, 1.01483], [-2.74438, -1.43803, 0.38525], [2.75440, 0.75133, -0.29704]], "atomic_forces_ev_per_a": [[-1.7, 1.4, -0.7], [0.4, 3.7, 1.0], [0.3, -2.0, 0.7], [2.4, -2.7, -0.9], [-0.3, 0.7, -0.5], [1.4, -1.8, 1.6], [-3.1, -0.8, -0.5], [0.3, 2.9, -1.8], [-0.3, -0.2, -0.2], [0.5, 0.0, 0.8], [0.6, 0.9, -0.7], [-0.5, -2.1, 1.0]]}

---

3.
{"formula": "C3H4OS", "method": "wB97M-V/def2-TZVPD", "e_above_lowest_kcal_mol": 140.4, "total_charge": 0, "e_homo_ev": [-9.40, -9.40], "symbols": ["S", "O", "C", "C", "C", "H", "H", "H", "H"], "coordinates": [[1.46309, -1.43249, -0.02780], [2.66032, 1.51686, 0.20043], [-1.17019, -0.12995, 0.24365], [0.17400, -0.09660, -0.45016], [1.44991, 0.18731, 0.19327], [-2.00708, -0.70934, -0.34891], [0.06757, 0.49010, -1.34489], [-1.54250, 0.84368, 0.34870], [-1.09512, -0.66957, 1.18572]], "atomic_forces_ev_per_a": [[-0.3, -0.4, -0.7], [-5.3, -5.7, 0.2], [-0.9, -3.1, -0.8], [-0.3, 1.0, 1.2], [4.8, 6.0, -0.2], [1.9, 1.0, 0.7], [0.6, -0.7, -1.2], [-0.4, 1.5, 0.4], [0.0, 0.3, 0.2]]}

---

4.
{"formula": "C24H60F2O30P6", "method": "wB97M-V/def2-TZVPD", "e_above_lowest_kcal_mol": 0.0, "total_charge": 0, "e_homo_ev": -10.24, "smiles": "O=C1OC[C@@H](F)O1.O=C1OC[C@@H](F)O1.COP(=O)(OC)OC.COP(=O)(OC)OC.COP(=O)(OC)OC.COP(=O)(OC)OC.COP(=O)(OC)OC.COP(=O)(OC)OC", "symbols": ["P", "P", "P", "P", "P", "P", "F", "F", "O", "O", "O", "O", "O", "O", "O", "O", "O", "O", "O", "O", "O", "O", "O", "O", "O", "O", "O", "O", "O", "O", "O", "O", "O", "O", "O", "O", "O", "O", "C", "C", "C", "C", "C", "C", "C", "C", "C", "C", "C", "C", "C", "C", "C", "C", "C", "C", "C", "C", "C", "C", "C", "C", "H", "H", "H", "H", "H", "H", "H", "H", "H", "H", "H", "H", "H", "H", "H", "H", "H", "H", "H", "H", "H", "H", "H", "H", "H", "H", "H", "H", "H", "H", "H", "H", "H", "H", "H", "H", "H", "H", "H", "H", "H", "H", "H", "H", "H", "H", "H", "H", "H", "H", "H", "H", "H", "H", "H", "H", "H", "H", "H", "H"], "coordinates": [[-3.27461, 2.38149, -5.51606], [3.04861, 3.72904, 0.13724], [2.08703, -0.93791, 3.37841], [1.11405, -0.32423, -1.34427], [0.00768, -7.03342, 1.12325], [-2.30680, 3.37780, 2.44865], [2.78367, 0.25963, -5.39889], [-4.96345, -0.34685, 4.38179], [-2.45412, -1.70751, 3.83070], [-4.83560, 2.48547, -5.27466], [-1.83168, -2.33073, 5.90764], [0.08867, -5.61693, 1.44154], [3.16202, 4.01978, 1.68200], [2.48919, -0.32066, -1.84803], [-3.04956, -0.45636, 5.56009], [-3.12457, 4.71591, 2.68664], [-1.39802, 3.23190, 3.71461], [2.75526, -1.38501, 2.15796], [0.69712, -2.94097, -7.62198], [-0.57103, -7.39503, -0.29229], [-1.21700, 3.68057, 1.36449], [2.92866, -1.25429, 4.67976], [-0.89984, -7.85704, 2.10002], [1.53892, -2.92888, -5.53656], [3.91956, 4.94714, -0.42519], [0.64820, -1.53778, 3.58051], [-3.23121, 1.39965, -6.72162], [1.68292, 3.70777, -0.37252], [0.95177, 0.31619, 0.09253], [-2.85562, 3.73418, -6.23226], [3.94446, 2.46131, 0.04675], [0.36570, -1.70781, -1.34458], [1.41217, -7.77312, 1.09352], [-3.13809, 2.23324, 2.06206], [1.45062, -1.02538, -6.68678], [1.76020, 0.57976, 3.50674], [-2.46829, 2.07739, -4.33326], [0.13202, 0.53510, -2.24306], [0.62485, -2.65289, -0.30376], [2.20089, -1.97849, -4.72223], [-0.83467, -9.28632, 2.10727], [0.44091, -2.90273, 3.22531], [-2.85467, -0.43735, 3.29254], [4.26584, 4.98181, -1.80839], [1.77785, -0.65209, -5.36835], [-2.34126, -1.56599, 5.16673], [-1.50696, 4.27744, 0.11448], [-1.90339, 3.30513, 5.04715], [2.30385, -7.49922, 2.18130], [2.37244, 5.03654, 2.25615], [3.77581, -2.38197, 4.77889], [2.81317, 1.54460, 3.50709], [0.60705, 1.67269, -2.96368], [-0.40091, 0.38372, 0.59098], [-3.67501, 0.10898, 4.44668], [-4.55010, 4.71120, 2.78672], [1.21354, -2.36738, -6.72371], [-2.31871, 4.80119, -5.44262], [4.07611, 1.68966, -1.17280], [-2.45221, 0.19729, -6.64095], [0.12364, -6.94365, -1.45212], [-5.30396, 3.05118, -4.05370], [1.75541, -7.16410, 3.06421], [-1.46524, 2.51735, 5.65808], [1.91252, -1.98533, -3.68004], [-1.58703, 4.26092, 5.46087], [-1.24658, 4.66415, -5.32607], [-1.96582, 0.15913, 3.09360], [4.07957, 0.64635, -0.87467], [-1.63481, 0.30668, -7.35618], [-4.98417, 3.74789, 2.52475], [0.27207, 1.62702, -3.99742], [-2.02800, 0.04452, -5.65039], [2.00908, 5.76086, 1.52784], [-1.03832, -0.36151, 0.11113], [-4.83790, 5.00251, 3.79612], [-5.44295, 4.12908, -4.09899], [-0.25136, -2.82246, 0.32609], [2.99764, -6.69002, 1.94674], [1.39031, -3.32571, 2.87770], [0.40719, -7.77252, -2.10140], [0.13660, 2.55164, -2.51995], [-2.76213, 4.83854, -4.44393], [0.09451, -3.59516, 3.98946], [2.99816, 5.59172, 2.96531], [3.48470, -2.98797, 5.63813], [-4.94006, 5.45610, 2.09286], [-3.43270, -0.61554, 2.39324], [-3.69837, 1.18850, 4.52201], [-6.23659, 2.55871, -3.78219], [3.55564, 4.39267, -2.40285], [4.16025, 6.00331, -2.16277], [-0.49706, -6.24258, -2.00323], [-3.04632, -0.66063, -6.94261], [5.05562, 1.93013, -1.58464], [2.87556, -8.40060, 2.38230], [-2.98745, 3.19557, 5.06572], [5.25676, 4.56625, -1.97969], [3.54328, 1.37695, 2.71687], [-0.21867, -2.99394, 2.36814], [-1.00407, -9.66011, 1.09606], [1.54151, 4.68528, 2.87222], [4.82116, -2.09178, 4.86112], [1.07675, -6.47584, -1.19018], [3.68556, -3.04230, 3.91154], [-4.61911, 2.78203, -3.24318], [-2.56475, 4.49258, -0.07474], [-0.46133, 0.14678, 1.65235], [3.29079, -1.95540, -4.82291], [-0.80772, 1.37263, 0.40292], [-1.21549, 3.61251, -0.69791], [1.68532, 1.79102, -2.89091], [0.75326, -3.64362, -0.74793], [0.14339, -9.64480, 2.43051], [0.90761, -0.19252, -4.89639], [-1.58616, -9.68204, 2.78161], [3.28254, 1.56337, 4.49101], [3.28113, 1.88886, -1.88415], [2.37233, 2.52357, 3.33366], [1.49255, -2.39904, 0.30344], [-0.97000, 5.21710, 0.00626], [-2.59172, 5.72649, -5.94238]], "atomic_forces_ev_per_a": [[0.0, 0.5, -0.2], [0.3, 0.9, 0.6], [0.3, -0.3, -0.5], [-0.1, 0.9, -0.3], [0.1, 0.1, -0.3], [-0.1, -0.2, -0.9], [0.0, -0.1, 0.0], [-0.2, 0.0, 0.0], [0.6, 0.2, 0.1], [-0.2, 0.1, 0.0], [0.4, 0.0, 0.2], [0.0, 0.6, 0.3], [0.1, -0.4, 0.2], [-0.2, -0.7, 0.0], [0.3, 0.2, 0.3], [0.1, -0.1, 0.0], [0.5, -0.3, 0.1], [0.3, -0.2, -0.3], [0.3, 0.0, -0.1], [-0.1, -0.4, -0.2], [0.3, 0.5, 0.6], [0.0, 0.4, 0.5], [-0.2, -0.2, 0.5], [0.3, -0.4, 0.0], [0.2, 0.0, -0.1], [-0.8, 0.1, 0.6], [-0.1, -0.6, -0.1], [-0.4, -0.3, -0.7], [-0.1, -0.5, 0.3], [-0.1, 0.2, 0.1], [-0.1, -0.3, -0.1], [-0.3, 0.1, 0.0], [0.3, -0.1, 0.0], [-0.5, -0.2, 0.5], [0.0, -0.1, -0.2], [-0.4, 0.3, 0.2], [0.1, -0.1, 0.3], [-0.2, -0.6, -0.4], [-0.1, -1.2, 0.2], [0.3, 1.8, -0.3], [0.2, -0.4, -0.4], [0.9, -1.3, -1.1], [-0.2, -0.4, 0.1], [-0.8, -0.3, -0.4], [-0.3, -0.2, 0.3], [-1.0, -0.4, -0.4], [-0.4, 0.3, -1.1], [0.1, 0.1, 0.1], [0.2, 0.4, 0.3], [0.0, 1.2, 0.9], [0.1, -1.0, -0.2], [0.1, 0.5, 0.2], [-0.4, 0.7, 0.3], [-0.5, -0.1, 0.0], [0.4, 0.0, -0.5], [-0.4, 0.3, -0.2], [-0.5, 0.1, 0.3], [-0.4, 0.0, 0.3], [0.9, 0.0, 0.5], [0.7, -0.1, -0.5], [0.7, 0.2, -0.4], [0.0, -0.6, 0.9], [0.0, -0.3, 0.1], [0.1, -0.1, -0.3], [-0.1, -0.5, 0.1], [-0.3, 0.1, 0.1], [0.1, 0.2, -0.1], [-0.2, 0.1, 0.0], [-0.2, 0.2, -0.1], [0.0, -0.1, 0.1], [0.2, -0.1, 0.1], [0.0, -0.2, 0.0], [-0.2, 0.1, 0.1], [-0.1, -0.2, -0.1], [0.0, 0.1, -0.2], [0.1, -0.1, 0.0], [0.0, 0.0, -0.2], [0.0, 0.6, 0.0], [-0.1, -0.1, -0.3], [-0.1, 0.0, 0.0], [-0.4, -0.2, 0.2], [0.1, 0.0, 0.0], [0.0, -0.2, 0.0], [-0.3, 0.8, 0.6], [0.2, -0.1, -0.3], [0.0, 0.3, 0.2], [0.1, 0.0, 0.0], [0.0, 0.2, 0.0], [0.0, 0.0, 0.1], [-0.2, 0.2, -0.4], [0.0, 0.0, 0.1], [0.3, 0.1, 0.1], [-0.1, 0.0, 0.1], [-0.2, 0.1, 0.1], [0.0, 0.1, -0.2], [-0.1, -0.1, 0.1], [0.0, 0.2, 0.1], [0.1, 0.2, 0.1], [0.0, -0.2, 0.0], [-0.2, 0.3, 0.2], [-0.1, -0.1, 0.1], [-0.1, -0.5, -0.5], [-0.1, 0.2, 0.1], [-0.2, 0.2, 0.1], [0.0, 0.3, -0.1], [0.1, 0.3, -0.1], [-0.1, -0.1, 0.6], [0.7, 0.2, 0.0], [0.0, -0.8, 0.0], [0.1, 0.0, 0.0], [0.3, -0.1, 0.2], [-0.1, -0.2, -0.2], [0.4, 0.3, -0.2], [0.0, 0.2, 0.1], [0.1, 0.1, -0.1], [-0.2, 0.3, 0.0], [0.1, -0.1, -0.1], [0.1, 0.0, 0.2], [-0.2, -0.3, 0.0], [0.0, 0.1, 0.0], [0.2, -0.1, 0.2], [0.3, 0.0, -0.1]]}

---

5.
{"formula": "C6H7NO3", "method": "wB97M-V/def2-TZVPD", "e_above_lowest_kcal_mol": 49.6, "total_charge": 0, "e_homo_ev": -10.10, "smiles": "C#CCCOC(=O)C(N)=O", "symbols": ["O", "O", "O", "N", "C", "C", "C", "C", "C", "C", "H", "H", "H", "H", "H", "H", "H"], "coordinates": [[-2.31239, 2.06972, -0.36361], [-1.11813, -0.67023, -2.02696], [0.00580, 0.37468, -0.39632], [-1.67464, 2.21114, -2.49823], [2.40537, -2.42311, 2.70210], [0.43356, -0.82087, 0.26405], [1.06310, -0.39849, 1.58443], [-0.95306, 0.26759, -1.28544], [-1.82670, 1.53842, -1.35642], [1.80034, -1.50102, 2.20353], [1.15618, -1.34315, -0.37691], [2.94371, -3.24209, 3.14584], [-0.43352, -1.47532, 0.42415], [-1.94012, 1.77764, -3.37308], [-1.57011, 3.23852, -2.32830], [0.27641, -0.05095, 2.27024], [1.74419, 0.44753, 1.41092]], "atomic_forces_ev_per_a": [[0.6, -1.1, -0.7], [-0.1, 0.1, 0.4], [-0.2, 0.6, 1.0], [0.3, 1.7, -1.2], [-0.4, 0.6, -0.4], [0.4, -0.6, -0.3], [0.0, 0.2, 0.2], [-1.2, -0.7, -1.3], [0.6, 0.8, 3.0], [0.6, -1.0, 0.5], [-0.2, 0.1, 0.2], [-0.2, 0.4, -0.2], [0.2, 0.1, -0.1], [0.6, 0.4, 0.0], [-0.9, -1.4, -0.9], [0.2, 0.0, -0.2], [-0.2, -0.2, 0.0]]}

---

6.
{"formula": "C4H7O4Yb", "method": "wB97M-V/def2-TZVPD", "spin_multiplicity": 2, "s2": 0.751, "total_charge": 0, "e_homo_ev": [-5.85, -8.55], "symbols": ["Yb", "O", "O", "O", "O", "C", "C", "C", "C", "H", "H", "H", "H", "H", "H", "H"], "coordinates": [[-2.99115, -0.87725, -0.86018], [-0.00253, -0.16064, 1.10873], [-0.48804, 0.07305, -1.07863], [-1.93215, 4.22480, 0.48465], [-1.85440, 0.82617, 0.46530], [0.18501, 3.82097, 1.57022], [-0.72143, 0.32325, 0.12324], [1.30014, 0.73248, 1.32442], [-0.63228, 3.83373, 0.48003], [1.23198, 4.08096, 1.41222], [-0.23556, 3.51355, 2.53239], [1.87476, -0.02894, 1.86561], [-2.36830, 3.92543, 1.29096], [-0.20790, 3.94816, -0.52030], [1.30939, 1.48827, 2.11778], [1.75660, 0.89029, 0.33973]], "atomic_forces_ev_per_a": [[1.0, 1.1, 0.2], [3.8, 2.2, 1.7], [0.4, -0.5, -0.1], [-0.6, -1.4, -0.3], [-0.3, -0.5, -0.1], [-1.2, -0.7, -1.3], [-3.2, 0.3, -1.2], [-0.3, -3.6, 0.7], [1.6, 2.3, 1.0], [-0.2, -0.9, 0.2], [0.3, 0.7, 0.0], [0.3, -0.1, -0.6], [0.0, 0.1, 0.1], [-0.2, 0.0, 0.2], [-1.2, 0.5, -1.0], [-0.4, 0.5, 0.5]]}

---

Number 1: total energy -62161.153 eV. Number 2: total energy -11181.448 eV. Number 3: total energy -16052.021 eV. Number 4: total energy -148468.574 eV. Number 5: total energy -13965.810 eV. Number 6: total energy -43977.431 eV.